Version a
Computed, not measured: a 2-piece molecular cluster, C7H16O overall, with the ωB97M-V functional and the def2-TZVPD basis.

Bonds (Å) are listed after each position.
Positions of all 24 atoms, in Å:
1 C -1.917 1.682 -1.833  C2 1.551, H8 1.085, H9 1.073, H10 1.157
2 C -1.365 0.795 -0.687  C1 1.551, C3 1.568, H11 1.153, H12 1.138
3 C 0.166 0.469 -0.783  C2 1.568, C4 1.544, H13 1.144, H14 1.214
4 C 0.777 0.042 0.569  C3 1.544, C5 1.329, C7 1.519
5 C 0.150 -0.149 1.725  C4 1.329, C6 1.527, H15 1.128
6 C 0.662 -0.582 3.097  C5 1.527, H16 1.128, H17 1.066, H18 1.025
7 C 2.294 -0.031 0.605  C4 1.519, H19 0.982, H20 1.076, H21 1.209
8 H -1.800 1.131 -2.761  C1 1.085
9 H -1.451 2.649 -1.842  C1 1.073
10 H -3.036 1.827 -1.576  C1 1.157
11 H -1.776 -0.210 -0.301  C2 1.153
12 H -1.486 1.477 0.216  C2 1.138
13 H 0.868 1.355 -0.966  C3 1.144
14 H 0.391 -0.528 -1.438  C3 1.214
15 H -0.977 -0.157 1.668  C5 1.128
16 H 1.686 -0.162 3.312  C6 1.128
17 H 0.652 -1.634 3.270  C6 1.066
18 H 0.073 -0.292 3.884  C6 1.025
19 H 2.543 -0.817 1.137  C7 0.982
20 H 2.630 0.751 1.261  C7 1.076
21 H 3.066 0.178 -0.302  C7 1.209
22 H -0.057 -2.102 -2.757  O24 1.026
23 H -1.180 -3.134 -2.405  O24 0.938
24 O -0.912 -2.558 -3.094  H22 1.026, H23 0.938

Computed properties:
SMILES: C/C=C(\C)CCC.O
LUMO: 0.8 eV
Highest occupied orbital energy: -8.928 eV
Kohn-Sham gap: 9.68 eV

Here are the Löwdin charges for atoms 1 to 2, given in e:
1 C -0.113
2 C -0.281



Version b
Computed, not measured: a 2-piece molecular cluster, C7H16O overall, with the ωB97M-V functional and the def2-TZVPD basis.

Bonds (Å) are listed after each position.
Positions of all 24 atoms, in Å:
1 C 0.745 -2.209 1.404  C2 1.546, H8 1.097, H9 1.104, H10 1.079
2 C 1.044 -0.875 0.683  C1 1.546, C3 1.543, H11 1.102, H12 1.100
3 C 0.112 -0.784 -0.544  C2 1.543, C4 1.522, H13 1.100, H14 1.089
4 C -1.370 -0.706 -0.208  C3 1.522, C5 1.566, H15 1.099, H16 1.093
5 C -1.657 0.561 0.667  C4 1.566, C6 1.521, H17 1.091, H18 1.075
6 C -1.238 1.842 -0.040  C5 1.521, C7 1.321, H19 1.074
7 C -1.391 2.096 -1.327  C6 1.321, H20 1.076, H21 1.087
8 H 1.585 -2.542 2.025  C1 1.097
9 H -0.035 -2.061 2.172  C1 1.104
10 H 0.422 -2.926 0.665  C1 1.079
11 H 2.047 -1.013 0.249  C2 1.102
12 H 1.100 0.050 1.277  C2 1.100
13 H 0.272 -1.640 -1.216  C3 1.100
14 H 0.498 -0.013 -1.209  C3 1.089
15 H -2.022 -0.572 -1.082  C4 1.099
16 H -1.595 -1.637 0.319  C4 1.093
17 H -2.737 0.716 0.650  C5 1.091
18 H -1.129 0.394 1.588  C5 1.075
19 H -0.690 2.514 0.594  C6 1.074
20 H -1.714 1.398 -2.078  C7 1.076
21 H -1.127 3.054 -1.770  C7 1.087
22 H 2.976 1.635 -1.710  O24 0.967
23 H 3.181 0.994 -0.330  O24 0.972
24 O 2.723 1.724 -0.781  H22 0.967, H23 0.972

Computed properties:
SMILES: C=CCCCCC.O
LUMO: 0.8 eV
Highest occupied orbital energy: -9.320 eV
Kohn-Sham gap: 10.11 eV

Here are the Löwdin charges for atoms 1 to 2, given in e:
1 C -0.111
2 C -0.258



Least stable: version a



Version a
Computed, not measured: a 3-piece molecular cluster, C2H10NO2 overall, with the ωB97M-V functional and the def2-TZVPD basis.

Bonds (Å) are listed after each position.
Positions of all 15 atoms, in Å:
1 C 0.631 -0.421 2.404  N3 1.456, H4 1.084, H5 1.095, H6 1.092
2 C 0.872 0.033 0.029  N3 1.260, H7 1.084, H8 1.056
3 N 0.171 -0.274 1.030  C1 1.456, C2 1.260, H9 1.037
4 H 0.272 0.406 3.006  C1 1.084
5 H 0.282 -1.356 2.855  C1 1.095
6 H 1.702 -0.630 2.425  C1 1.092
7 H 1.926 0.275 0.096  C2 1.084
8 H 0.408 0.019 -0.918  C2 1.056
9 H -0.825 -0.538 0.909  N3 1.037
10 H 1.773 1.239 -4.315  O12 0.962
11 H 0.889 2.411 -3.900  O12 0.963
12 O 1.131 1.512 -3.653  H10 0.962, H11 0.963
13 H -3.082 -1.590 1.235  O15 0.965
14 H -2.974 -0.772 -0.058  O15 0.964
15 O -2.516 -0.964 0.768  H13 0.965, H14 0.964

Computed properties:
Charge: +1
LUMO: -4.5 eV
Highest occupied orbital energy: -14.500 eV
Kohn-Sham gap: 10.03 eV

Here are the Löwdin charges for atoms 1 to 2, given in e:
1 C -0.003
2 C 0.186



Version b
Computed, not measured: a 3-piece molecular cluster, C2H10NO2 overall, with the ωB97M-V functional and the def2-TZVPD basis.

Bonds (Å) are listed after each position.
Positions of all 15 atoms, in Å:
1 C 1.148 -0.572 1.526  N3 1.597, H4 0.977, H5 1.074, H6 1.159
2 C -1.186 0.754 1.339  N3 1.299, H7 1.119, H8 1.167
3 N -0.144 0.121 0.892  C1 1.597, C2 1.299, H9 1.076
4 H 0.947 -0.775 2.460  C1 0.977
5 H 1.833 0.251 1.437  C1 1.074
6 H 1.473 -1.297 0.681  C1 1.159
7 H -1.144 1.073 2.411  C2 1.119
8 H -1.962 0.981 0.498  C2 1.167
9 H 0.010 -0.064 -0.156  N3 1.076
10 H 0.314 -2.365 -2.179  O12 0.913
11 H 1.462 -1.526 -1.881  O12 0.900
12 O 0.611 -1.691 -1.639  H10 0.913, H11 0.900
13 H -1.161 2.102 -1.826  O15 0.978
14 H -0.237 1.063 -1.926  O15 0.927
15 O -0.648 1.519 -1.230  H13 0.978, H14 0.927

Computed properties:
Charge: +1
LUMO: -4.3 eV
Highest occupied orbital energy: -16.126 eV
Kohn-Sham gap: 11.82 eV

Here are the Löwdin charges for atoms 1 to 2, given in e:
1 C 0.086
2 C 0.145



Least stable: version b



Version a
Computed, not measured: a 2-piece molecular cluster, C5H6N2O2 overall, with the ωB97M-V functional and the def2-TZVPD basis.

Bonds (Å) are listed after each position.
Positions of all 15 atoms, in Å:
1 C -0.753 -2.227 -3.048  C2 1.326, N6 1.361, H10 1.157
2 C -0.558 -3.107 -2.075  C1 1.326, O9 1.389, H11 1.053
3 C 0.073 -1.168 -1.434  N6 1.273, O9 1.343
4 C 0.596 0.458 0.127  N7 1.320, H12 1.060
5 C 0.272 1.356 2.225  N7 1.461, H13 1.113, H14 1.067, H15 1.038
6 N -0.311 -1.007 -2.637  C1 1.361, C3 1.273
7 N -0.249 0.530 1.138  C4 1.320, C5 1.461, O8 1.227
8 O -1.323 -0.027 1.344  N7 1.227
9 O 0.043 -2.443 -1.013  C2 1.389, C3 1.343
10 H -1.221 -2.416 -4.089  C1 1.157
11 H -0.622 -4.121 -1.799  C2 1.053
12 H 1.573 0.853 0.004  C4 1.060
13 H -0.051 2.419 2.150  C5 1.113
14 H -0.190 0.929 3.087  C5 1.067
15 H 1.292 1.484 2.090  C5 1.038

Computed properties:
LUMO (alpha / beta): -0.2 / -0.2 eV
Highest occupied orbital energy (alpha / beta): -9.293 / -9.292 eV
Kohn-Sham gap (alpha / beta): 9.06 / 9.06 eV

Here are the Löwdin charges for atoms 1 to 2, given in e:
1 C -0.163
2 C -0.097



Version b
Computed, not measured: one molecule with the formula C5H6N2O2, with the ωB97M-V functional and the def2-TZVPD basis.

Bonds (Å) are listed after each position.
Positions of all 15 atoms, in Å:
1 C -1.658 -0.622 -0.145  C5 1.515, N12 1.318, O14 1.343
2 C 1.744 -0.795 0.161  C3 1.564, H7 1.084, H8 1.132, N13 1.473
3 C 1.716 0.753 -0.067  C2 1.564, C4 1.518, H9 1.108, H10 1.136
4 C 0.274 0.524 -0.483  C3 1.518, C5 1.401, N13 1.390
5 C -1.081 0.776 -0.231  C1 1.515, C4 1.401, O15 1.347
6 H -3.048 -1.811 0.022  O14 0.937
7 H 2.552 -1.420 -0.202  C2 1.084
8 H 1.605 -1.114 1.238  C2 1.132
9 H 2.392 1.204 -0.820  C3 1.108
10 H 2.000 1.292 0.891  C3 1.136
11 H -1.491 2.560 0.527  O15 0.967
12 N -0.719 -1.543 -0.243  C1 1.318, N13 1.389
13 N 0.450 -0.853 -0.540  C2 1.473, C4 1.390, N12 1.389
14 O -2.963 -0.878 0.042  C1 1.343, H6 0.937
15 O -1.773 1.928 -0.148  C5 1.347, H11 0.967

Computed properties:
SMILES: Oc1nn2c(c1O)CC2
LUMO: 0.7 eV
Highest occupied orbital energy: -8.438 eV
Kohn-Sham gap: 9.09 eV

Here are the Löwdin charges for atoms 1 to 2, given in e:
1 C -0.315
2 C -0.108



Least stable: version a



Version a
Computed, not measured: one molecule with the formula C5H6N2O2, with the ωB97M-V functional and the def2-TZVPD basis.

Bonds (Å) are listed after each position.
Positions of all 15 atoms, in Å:
1 C -1.046 1.721 0.200  N2 1.479, H8 1.088, H9 1.087, H10 1.088
2 N -0.493 0.557 -0.524  C1 1.479, C3 1.775, H7 1.020, C11 1.460
3 C 1.116 0.020 -0.001  N2 1.775, O4 1.381, O5 1.209, C12 1.747
4 O 1.801 -0.220 -1.176  C3 1.381, H6 0.968
5 O 1.556 0.704 0.893  C3 1.209
6 H 2.740 -0.074 -0.994  O4 0.968
7 H -0.367 0.743 -1.520  N2 1.020
8 H -0.908 1.555 1.267  C1 1.088
9 H -2.104 1.814 -0.028  C1 1.087
10 H -0.496 2.612 -0.096  C1 1.088
11 C -1.159 -0.719 -0.280  N2 1.460, C12 1.797, N14 1.184
12 C 0.317 -1.479 0.409  C3 1.747, C11 1.797, C13 1.222
13 C 0.579 -2.556 0.922  C12 1.222, H15 1.063
14 N -2.243 -1.168 -0.438  C11 1.184
15 H 0.707 -3.513 1.366  C13 1.063

Computed properties:
LUMO (alpha / beta): -1.0 / -1.0 eV
Highest occupied orbital energy (alpha / beta): -8.956 / -8.961 eV
Kohn-Sham gap (alpha / beta): 7.98 / 7.99 eV

Here are the Löwdin charges for atoms 1 to 2, given in e:
1 C -0.011
2 N -0.026



Version b
Computed, not measured: one molecule with the formula C5H6N2O2, with the ωB97M-V functional and the def2-TZVPD basis.

Bonds (Å) are listed after each position.
Positions of all 15 atoms, in Å:
1 C 2.941 -0.357 0.022  C2 1.524, H6 1.145, H7 0.913, H8 0.951
2 C 1.597 0.343 -0.140  C1 1.524, N12 1.372, O14 1.254
3 C -0.790 -0.014 0.038  N12 1.369, N13 1.338, O15 1.364
4 C -2.729 1.026 0.066  C5 1.371, H10 0.984, N13 1.459
5 C -2.897 -0.305 -0.219  C4 1.371, H11 1.212, O15 1.371
6 H 3.140 -0.568 1.129  C1 1.145
7 H 3.643 0.202 -0.146  C1 0.913
8 H 2.779 -1.218 -0.350  C1 0.951
9 H 0.715 -1.299 0.281  N12 0.898
10 H -3.454 1.683 0.169  C4 0.984
11 H -3.987 -0.824 -0.314  C5 1.212
12 N 0.501 -0.469 0.013  C2 1.372, C3 1.369, H9 0.898
13 N -1.291 1.212 0.228  C3 1.338, C4 1.459
14 O 1.531 1.554 -0.459  C2 1.254
15 O -1.700 -0.966 -0.319  C3 1.364, C5 1.371

Computed properties:
SMILES: CC(=O)Nc1ncco1
LUMO: 0.6 eV
Highest occupied orbital energy: -8.954 eV
Kohn-Sham gap: 9.57 eV

Here are the Löwdin charges for atoms 1 to 2, given in e:
1 C 0.058
2 C -0.408



Least stable: version a



Version a
Computed, not measured: one molecule with the formula C5H6N2O2, with the ωB97M-V functional and the def2-TZVPD basis.

Bonds (Å) are listed after each position.
Positions of all 15 atoms, in Å:
1 C 2.279 0.455 0.067  C2 1.478, H7 1.332, H8 1.191, O14 1.664
2 C 0.830 0.207 -0.083  C1 1.478, C3 1.350, N13 1.474
3 C -0.255 1.004 0.012  C2 1.350, C4 1.377, H9 1.017
4 C -1.336 0.155 -0.064  C3 1.377, C5 1.314, N12 1.276
5 C -2.637 0.339 -0.043  C4 1.314, H10 1.150, O15 1.415
6 H 2.719 -1.836 0.584  O14 1.079
7 H 2.654 1.107 1.167  C1 1.332
8 H 2.633 1.084 -0.880  C1 1.191
9 H -0.155 2.011 -0.092  C3 1.017
10 H -3.191 1.272 -0.424  C5 1.150
11 H -2.522 -1.566 -0.013  O15 1.015
12 N -0.982 -1.068 -0.154  C4 1.276, N13 1.338
13 N 0.344 -1.184 -0.022  C2 1.474, N12 1.338
14 O 2.906 -1.070 -0.152  C1 1.664, H6 1.079
15 O -3.289 -0.910 0.096  C5 1.415, H11 1.015

Computed properties:
SMILES: O/C=C1/C=C(CO)N=N1
LUMO: -1.2 eV
Highest occupied orbital energy: -9.485 eV
Kohn-Sham gap: 8.27 eV

Here are the Löwdin charges for atoms 1 to 2, given in e:
1 C -0.098
2 C -0.273



Version b
Computed, not measured: one molecule with the formula C5H6N2O2, with the ωB97M-V functional and the def2-TZVPD basis.

Bonds (Å) are listed after each position.
Positions of all 15 atoms, in Å:
1 C 0.338 -2.715 -1.779  C2 1.412, N6 1.353, H10 1.136
2 C -0.327 -1.583 -1.259  C1 1.412, C3 1.367, O9 1.356
3 C -1.660 -1.883 -1.214  C2 1.367, O8 1.381, H14 1.045
4 C -0.007 1.397 0.724  C5 1.322, N7 1.437, H11 1.071
5 C 1.233 1.461 1.177  C4 1.322, H12 0.986, H13 1.074
6 N -0.591 -3.682 -1.960  C1 1.353, O8 1.313
7 N -0.735 0.376 0.022  C4 1.437, O9 1.471, H15 1.060
8 O -1.752 -3.217 -1.561  C3 1.381, N6 1.313
9 O 0.183 -0.404 -0.822  C2 1.356, N7 1.471
10 H 1.443 -2.915 -1.952  C1 1.136
11 H -0.774 1.971 1.203  C4 1.071
12 H 1.389 2.156 1.859  C5 0.986
13 H 1.939 0.681 0.965  C5 1.074
14 H -2.531 -1.329 -1.054  C3 1.045
15 H -1.654 0.626 -0.442  N7 1.060

Computed properties:
SMILES: C=CNOc1cnoc1
LUMO: 0.7 eV
Highest occupied orbital energy: -8.865 eV
Kohn-Sham gap: 9.56 eV

Here are the Löwdin charges for atoms 1 to 2, given in e:
1 C -0.034
2 C -0.287



Least stable: version a



Version a
Computed, not measured: one molecule with the formula C6H8N2, with the ωB97M-V functional and the def2-TZVPD basis.

Bonds (Å) are listed after each position.
Positions of all 16 atoms, in Å:
1 C -1.073 1.395 -1.655  C2 1.351, H7 1.121, H8 1.126
2 C -0.122 0.752 -0.944  C1 1.351, C6 1.503, N15 1.410
3 C 1.646 0.812 0.610  H9 1.105, N15 1.299, N16 1.402
4 C -0.147 -0.611 0.928  C5 1.540, C6 1.501, H11 1.129, N16 1.457
5 C -0.928 -1.714 0.188  C4 1.540, C6 1.496, H12 1.069, H13 1.085
6 C -0.125 -0.705 -0.571  C2 1.503, C4 1.501, C5 1.496, H14 1.080
7 H -0.980 2.512 -1.672  C1 1.121
8 H -2.014 0.858 -1.957  C1 1.126
9 H 2.614 1.245 0.923  C3 1.105
10 H 1.434 -0.197 2.325  N16 1.054
11 H -0.834 0.170 1.369  C4 1.129
12 H -0.590 -2.723 0.090  C5 1.069
13 H -1.996 -1.645 0.366  C5 1.085
14 H 0.820 -1.137 -0.868  C6 1.080
15 N 1.062 1.322 -0.432  C2 1.410, C3 1.299
16 N 1.234 -0.336 1.300  C3 1.402, C4 1.457, H10 1.054

Computed properties:
SMILES: C=C1N=CN[C@@H]2C[C@@H]12
LUMO: 0.9 eV
Highest occupied orbital energy: -8.172 eV
Kohn-Sham gap: 9.08 eV

Here are the Löwdin charges for atoms 1 to 2, given in e:
1 C 0.043
2 C -0.385



Version b
Computed, not measured: a 2-piece molecular cluster, C6H8N2 overall, with the ωB97M-V functional and the def2-TZVPD basis.

Bonds (Å) are listed after each position.
Positions of all 16 atoms, in Å:
1 C -0.050 1.232 -1.966  C4 1.258, N8 1.197
2 C -1.413 -0.103 0.942  C6 1.519, N7 1.216
3 C 0.881 0.523 1.366  C5 1.304, N7 1.213
4 C 1.121 1.068 -1.538  C1 1.258, H9 1.080, H10 1.165
5 C 2.129 0.729 1.686  C3 1.304, H11 1.068, H12 1.065
6 C -2.019 -1.316 0.259  C2 1.519, H13 1.105, H14 1.156, H15 1.049
7 N -0.238 0.090 1.190  C2 1.216, C3 1.213
8 N -1.228 1.017 -1.954  C1 1.197, H16 0.991
9 H 1.625 1.159 -0.587  C4 1.080
10 H 2.001 0.861 -2.272  C4 1.165
11 H 2.331 1.606 2.261  C5 1.068
12 H 2.882 0.142 1.217  C5 1.065
13 H -1.208 -2.057 0.137  C6 1.105
14 H -2.314 -1.050 -0.827  C6 1.156
15 H -2.837 -1.734 0.765  C6 1.049
16 H -1.776 1.784 -2.259  N8 0.991

Computed properties:
LUMO: 0.5 eV
Highest occupied orbital energy: -7.449 eV
Kohn-Sham gap: 7.96 eV

Here are the Löwdin charges for atoms 1 to 2, given in e:
1 C -0.298
2 C -0.089



Least stable: version b